No. 1
A structure of composition C16H18BeIN3O8P2, computed with ωB97M-V/def2-TZVPD.

Results
HOMO   -9.54 eV
Energy above the lowest of the compared OMol25 structures with the same formula, charge and spin   0.0 kJ/mol

```
49
Properties=species:S:1:pos:R:3:forces:R:3:nbo_charge:R:1
Be -1.186 0.924 1.492 -0.4 -0.2 -0.1 1.7050
O -3.747 1.725 3.101 0.0 0.0 0.0 -1.0063
P -2.396 2.596 3.209 0.2 0.0 -0.1 2.5630
O -2.691 3.966 3.607 0.0 0.0 0.0 -1.0917
O -1.626 2.372 1.882 -0.2 0.0 0.2 -1.3146
O -1.543 1.782 4.328 -0.1 0.0 0.0 -1.1026
P -0.754 0.383 4.116 -0.1 0.0 -0.5 2.5534
O 0.769 0.868 3.889 0.0 0.0 0.0 -1.0076
O -0.918 -0.505 5.264 0.0 0.0 0.0 -1.1012
O -1.180 -0.099 2.712 0.1 0.2 0.3 -1.3097
H -3.570 0.776 3.084 0.0 0.0 0.0 0.5011
H 1.157 1.161 4.721 0.0 0.0 0.0 0.5034
I -2.231 -3.034 -2.446 0.0 0.0 0.0 0.1814
C -2.794 -1.265 -1.514 0.0 0.0 0.0 -0.1984
C -3.762 -0.436 -2.061 0.0 0.0 0.0 -0.1839
C -4.069 0.747 -1.410 0.0 0.0 0.0 -0.2432
C -3.383 1.074 -0.253 0.0 0.0 0.1 0.0727
N -2.456 0.269 0.266 0.3 0.2 0.0 -0.5599
C -2.172 -0.886 -0.339 0.0 0.0 0.0 0.0171
H -4.266 -0.710 -2.979 0.0 0.0 0.0 0.2344
H -4.825 1.415 -1.797 0.0 0.0 0.0 0.2365
H -3.562 1.995 0.287 0.0 0.0 0.0 0.2477
H -1.419 -1.504 0.137 0.0 0.0 0.0 0.2334
C 3.257 -0.133 -2.770 0.0 0.1 0.0 -0.4238
N 1.921 0.094 -2.238 -0.1 -0.2 0.0 -0.1839
N 1.694 0.019 -0.877 0.2 0.1 0.0 -0.2407
C 0.604 0.784 -0.565 -0.2 0.0 0.1 0.6299
O 0.153 0.794 0.601 0.2 0.0 0.1 -0.8254
C 0.173 1.399 -1.770 0.0 0.0 0.0 -0.4072
C 1.022 0.970 -2.751 0.0 0.1 -0.1 0.2721
C 1.089 1.367 -4.184 0.0 0.0 0.0 -0.6599
C 2.193 -1.049 -0.072 -0.1 0.0 -0.1 0.1784
C 2.259 -2.332 -0.597 0.0 -0.1 0.0 -0.2562
C 2.699 -3.370 0.211 0.0 0.0 0.0 -0.2047
C 3.031 -3.127 1.537 0.0 0.0 0.0 -0.2033
C 2.931 -1.843 2.053 0.0 0.0 0.0 -0.1731
C 2.525 -0.789 1.249 0.0 0.0 0.0 -0.2189
H 3.801 -0.781 -2.089 0.0 0.0 0.0 0.2428
H 3.804 0.804 -2.880 0.0 0.0 0.0 0.2088
H 3.177 -0.632 -3.733 0.0 0.0 0.0 0.2213
H -0.657 2.077 -1.868 0.0 0.0 0.0 0.2515
H 0.260 2.030 -4.418 0.0 0.0 0.0 0.2443
H 1.029 0.493 -4.834 0.0 0.0 0.0 0.2367
H 2.019 1.891 -4.409 0.0 0.0 0.0 0.2357
H 1.951 -2.519 -1.618 0.0 0.0 0.0 0.2195
H 2.757 -4.372 -0.192 0.0 0.0 0.0 0.2202
H 3.352 -3.942 2.172 0.0 0.0 0.0 0.2225
H 3.156 -1.654 3.094 0.0 0.0 0.0 0.2293
H 2.422 0.207 1.654 0.0 0.0 0.0 0.2539
```
Positions in Å, forces in eV/Å.



No. 2
A structure of composition C16H18BrFN4OPd, computed with ωB97M-V/def2-TZVPD.

Results
HOMO (alpha / beta)   0.75 / 0.75 eV
Net charge   -2
Energy above the lowest of the compared OMol25 structures with the same formula, charge and spin   320.4 kJ/mol

```
42
Properties=species:S:1:pos:R:3:forces:R:3:nbo_charge:R:1
Pd 1.102 -0.796 0.449 -0.4 0.8 -0.6 0.6117
N -0.085 -2.406 4.049 0.1 0.1 -1.0 -0.5839
C 0.844 -1.466 4.508 -0.2 -0.2 0.1 -0.1191
C 1.669 -1.152 3.481 0.2 0.2 0.7 -0.0382
N 1.302 -1.808 2.346 -1.3 -1.6 0.4 -0.4012
C 0.221 -2.531 2.674 1.6 1.6 1.5 0.2455
C -0.471 -3.307 1.739 -0.9 -1.2 -2.0 0.2969
N -0.294 -3.199 0.416 0.0 -0.1 1.2 -0.4022
C -1.051 -4.161 -0.149 -0.3 -0.4 0.1 -0.0746
C -1.732 -4.875 0.794 -0.2 -0.1 0.3 -0.1680
N -1.374 -4.319 2.015 0.4 0.4 -0.4 -0.5355
H -1.053 -2.296 4.329 0.1 0.0 0.0 0.3899
H 0.832 -1.163 5.538 0.0 0.2 0.1 0.1843
H 2.506 -0.483 3.457 0.2 0.1 -0.2 0.2580
H -1.078 -4.287 -1.217 0.0 0.0 -0.1 0.1957
H -2.455 -5.668 0.723 -0.1 -0.1 0.0 0.1871
H -1.641 -4.647 2.925 0.1 0.0 -0.1 0.3982
Br -0.726 0.615 1.564 -0.6 0.2 0.5 -0.8402
F 3.274 -0.223 1.223 0.5 0.2 0.3 -0.9351
C -0.576 5.250 -1.775 0.1 -0.1 0.0 -0.6125
C -0.301 3.770 -1.820 -0.1 -0.1 -0.1 -0.0556
C -1.299 2.847 -2.087 0.1 0.3 0.1 -0.2424
C -1.065 1.481 -2.034 0.5 -0.3 0.1 -0.0204
C -2.205 0.557 -2.373 0.0 0.0 0.1 -0.6338
C 0.212 0.994 -1.681 -0.1 0.9 -0.3 0.0223
C 0.415 -0.448 -1.447 -0.9 -0.7 0.3 0.0803
O 1.514 -1.072 -1.615 1.0 -0.5 -0.9 -0.7018
C 1.262 1.933 -1.535 -0.1 -0.2 -0.1 0.0318
C 2.664 1.488 -1.285 0.1 -0.2 0.1 -0.6741
C 0.983 3.287 -1.591 -0.3 0.1 -0.1 -0.2368
H -1.615 5.468 -2.024 -0.1 0.0 -0.1 0.1922
H 0.072 5.795 -2.466 0.0 0.1 0.0 0.1897
H -0.389 5.637 -0.773 0.0 0.1 0.1 0.2036
H -2.302 3.192 -2.320 -0.1 0.1 0.0 0.1705
H -3.045 1.134 -2.768 0.0 0.0 0.0 0.1799
H -2.552 0.026 -1.486 0.0 -0.1 0.1 0.2336
H -1.900 -0.183 -3.117 -0.1 0.0 0.0 0.2027
H -0.510 -1.053 -1.586 0.2 0.3 0.1 0.1128
H 2.725 0.934 -0.333 0.3 0.0 0.0 0.3212
H 3.350 2.337 -1.251 0.0 0.1 0.0 0.1659
H 2.983 0.794 -2.062 0.1 0.0 0.1 0.2234
H 1.788 3.999 -1.436 0.1 0.0 0.0 0.1785
```
Positions in Å, forces in eV/Å.



No. 3
A structure of composition C16H18Cl3FeN4O8, computed with ωB97M-V/def2-TZVPD.

Results
HOMO (alpha / beta)   0.51 / -1.14 eV
Net charge   -2
Spin multiplicity   6
Energy above the lowest of the compared OMol25 structures with the same formula, charge and spin   901.7 kJ/mol

```
50
Properties=species:S:1:pos:R:3:forces:R:3:lowdin_spin:R:1
Fe -0.613 -0.285 0.080 -0.4 -0.3 0.2 3.7538
O 3.388 1.527 -0.866 0.0 0.0 0.0 0.1895
C 2.502 1.038 -1.932 0.3 0.1 0.2 0.6961
C -1.689 2.123 -1.376 -0.9 0.2 0.0 0.0063
N -2.611 2.109 -0.443 0.8 -0.3 0.1 0.0054
C -2.416 2.781 0.851 0.0 0.0 -0.1 0.0009
C -1.017 2.536 1.460 -0.2 0.1 0.2 0.0054
O -0.639 3.391 2.276 -0.1 -0.1 -0.1 0.0053
O -0.401 1.477 1.157 0.3 0.0 -0.3 0.0401
C -3.748 1.198 -0.516 0.0 0.1 0.0 0.0008
C -3.678 0.023 0.487 0.0 0.1 0.1 0.0077
O -4.755 -0.398 0.905 0.1 0.0 0.0 0.0073
O -2.517 -0.396 0.800 0.0 -0.1 -0.3 0.0499
H 4.189 1.891 -1.254 0.0 0.0 0.0 -0.0028
H 0.035 0.005 -4.986 0.1 0.0 0.1 0.0008
H 3.080 1.259 -2.865 -0.1 -0.1 0.0 0.0744
H -1.105 -0.792 -2.766 0.0 0.0 -0.1 -0.0034
H -0.917 2.839 -1.047 0.1 -0.1 0.0 0.0030
H -3.145 2.414 1.576 0.0 0.0 0.0 0.0001
H -2.559 3.855 0.733 0.0 0.0 0.0 0.0003
H -3.765 0.809 -1.533 0.0 0.0 0.0 0.0000
H -4.672 1.745 -0.320 0.0 0.0 0.0 0.0003
N 3.177 -1.551 1.394 0.1 0.0 0.1 0.0035
C 2.508 -2.713 1.725 0.0 0.0 -0.1 0.0021
C 1.208 -2.488 1.407 0.0 0.0 0.0 0.0039
N 1.085 -1.213 0.907 0.1 0.4 0.4 0.0352
C 2.279 -0.667 0.918 0.0 -0.1 -0.2 0.0117
H 4.156 -1.364 1.503 0.0 0.0 -0.1 0.0008
H 3.015 -3.584 2.100 0.0 0.0 0.0 0.0004
H 0.359 -3.148 1.443 0.0 0.0 0.1 0.0002
H 2.543 0.303 0.516 0.0 0.0 0.1 0.0002
Cl -0.194 0.222 -6.237 0.0 0.0 -0.1 0.0017
C 0.699 -2.706 -2.671 -0.3 -0.7 0.7 0.0114
Cl 2.242 -2.752 -1.837 0.0 0.0 -0.3 0.0139
Cl 0.060 -0.276 -2.532 0.0 0.7 0.0 0.0327
C -0.297 -3.103 -1.563 0.3 0.0 -0.2 0.0041
O -0.566 -4.299 -1.748 0.1 0.0 -0.1 0.0044
O -0.695 -2.351 -0.637 -0.6 0.1 -0.3 0.0323
O -0.320 -0.435 4.116 0.0 0.0 0.1 0.0002
N 0.875 0.000 4.099 0.0 0.0 -0.1 0.0000
C 1.905 -0.810 4.462 0.0 0.0 0.0 0.0000
C 3.208 -0.364 4.446 0.0 0.0 0.0 0.0000
C 3.499 0.930 4.041 0.0 0.0 0.0 0.0001
C 2.437 1.741 3.666 0.0 0.0 0.0 0.0000
C 1.143 1.275 3.705 0.0 -0.1 0.0 0.0000
H 1.596 -1.807 4.732 0.0 0.0 0.0 0.0000
H 3.989 -1.053 4.741 0.0 0.0 0.0 0.0000
H 4.518 1.290 4.008 0.0 0.0 0.0 0.0000
H 2.587 2.752 3.313 0.0 0.0 0.0 0.0000
H 0.292 1.862 3.396 0.0 0.0 0.0 0.0000
```
Positions in Å, forces in eV/Å.



No. 4
A structure of composition C16H18Cl5N2Ru, computed with ωB97M-V/def2-TZVPD.

Results
HOMO (alpha / beta)   -18.24 / -18.03 eV
Net charge   +3
Spin multiplicity   5
Energy above the lowest of the compared OMol25 structures with the same formula, charge and spin   26.2 kJ/mol

```
42
Properties=species:S:1:pos:R:3:forces:R:3:lowdin_spin:R:1
Ru -0.617 -0.991 -0.436 -0.4 -0.8 0.6 1.8041
C -0.614 -3.276 -1.215 0.0 0.0 0.1 0.0004
C -1.976 -2.899 -1.247 0.1 0.1 0.2 0.0193
C -2.625 -2.512 -0.065 0.1 -0.1 0.0 0.0519
C -1.898 -2.436 1.132 0.0 -0.2 -0.1 0.0166
C -0.544 -2.834 1.172 0.0 -0.1 -0.1 0.0285
C 0.087 -3.292 0.004 -0.1 -0.1 0.1 0.0374
H -0.158 -3.689 -2.105 0.1 0.2 0.0 -0.0005
H -2.545 -3.017 -2.160 0.1 0.2 -0.1 0.0011
H -3.690 -2.319 -0.073 0.0 0.1 0.0 0.0026
H -2.418 -2.215 2.056 0.0 0.2 0.0 0.0000
H -0.029 -2.902 2.122 0.0 0.1 0.0 0.0004
H 1.084 -3.710 0.051 0.1 0.2 0.0 0.0025
Cl -2.524 0.536 -2.256 0.0 0.2 -0.4 0.1341
C -0.983 0.400 -2.997 0.0 -0.2 0.5 0.2108
C -0.010 -0.166 -2.181 0.4 -0.2 -0.4 0.0010
C 1.268 -0.279 -2.710 -0.6 -0.1 0.9 0.1708
Cl 2.458 -0.935 -1.681 0.1 0.0 -0.2 0.1031
C 1.575 0.139 -4.046 0.5 0.1 -0.5 0.1867
Cl 3.145 0.019 -4.624 -0.4 0.0 0.2 0.1624
C 0.549 0.649 -4.866 -0.5 0.1 0.0 -0.0051
Cl 0.873 1.086 -6.464 0.0 0.0 -0.1 -0.0026
C -0.741 0.804 -4.341 0.3 0.1 -0.6 0.0797
Cl -1.978 1.449 -5.279 0.0 -0.1 0.2 0.0731
C 1.558 1.041 3.693 0.1 -0.3 -0.1 0.0103
C 0.863 1.740 2.525 0.8 0.2 0.2 0.0717
C 1.861 2.300 1.515 -0.2 -0.2 -0.1 0.0051
C -0.058 2.871 3.087 -0.4 -0.1 -0.1 0.0887
N -0.052 0.780 1.901 -0.8 0.4 0.3 0.5653
N -0.557 0.950 0.634 0.4 0.1 -0.1 0.1310
H 2.117 1.774 4.270 -0.1 0.1 0.0 -0.0003
H 2.267 0.292 3.339 0.0 0.0 0.0 0.0009
H 0.849 0.560 4.371 0.0 0.1 0.0 0.0001
H 2.627 2.845 2.063 0.0 0.0 0.0 -0.0002
H 1.416 3.014 0.817 0.0 0.0 0.0 0.0003
H 2.359 1.498 0.965 0.1 0.0 0.0 0.0014
H 0.601 3.612 3.539 0.1 0.0 0.0 0.0148
H -0.730 2.497 3.861 0.0 0.0 0.0 0.0002
H -0.637 3.352 2.297 0.0 0.0 0.0 0.0012
H -0.710 0.339 2.548 0.1 -0.2 -0.1 0.0075
H 0.049 1.609 0.147 0.0 0.1 -0.1 0.0028
H -1.511 1.319 0.639 -0.1 -0.1 0.1 0.0209
```
Positions in Å, forces in eV/Å.



No. 5
A cluster of 3 separate species, C16H18ClF3N4O8PS in total, computed with ωB97M-V/def2-TZVPD.

Results
HOMO   -12.50 eV
Net charge   +1

```
52
Properties=species:S:1:pos:R:3:forces:R:3:nbo_charge:R:1
C 1.687 -2.432 1.708 -1.5 0.5 -0.2 -0.9511
P 1.053 -1.764 0.141 1.7 -0.5 -1.4 0.9680
C -0.267 -2.921 -0.395 -0.1 0.4 0.9 -0.9536
N 0.240 -0.189 0.628 -0.1 -1.6 1.0 -0.2971
N 0.053 -0.035 1.945 0.0 -0.1 -1.1 -0.1739
C -0.494 1.082 2.270 -0.2 0.4 2.1 0.1625
Cl -0.761 1.272 3.953 0.1 -0.1 0.0 0.1191
C -0.872 2.114 1.399 0.3 0.9 0.4 -0.1033
S -1.568 3.615 2.028 -0.5 0.5 0.2 0.0605
C -0.669 1.897 0.079 -0.5 0.1 0.1 -0.1299
C -1.023 2.941 -0.944 0.8 0.6 -1.5 0.6767
O -0.172 3.297 -1.719 -0.5 0.0 0.9 -0.4318
N -2.352 3.463 -1.041 -0.1 -0.7 0.6 -0.7279
C -3.373 2.499 -0.819 -0.9 -0.7 -1.9 0.9510
O -3.979 1.954 -1.693 0.9 0.6 1.2 -0.4726
F -3.601 2.181 0.458 0.0 0.2 0.3 -0.3194
C -0.094 0.681 -0.292 0.2 0.1 -1.4 0.3178
C 0.135 0.405 -1.744 -0.2 0.3 0.0 -0.5418
C 1.505 0.811 -2.268 0.1 0.0 -0.1 0.1433
N 2.600 0.831 -1.659 0.0 -0.1 0.4 -0.5276
H 0.872 -2.427 2.421 0.0 -0.1 0.5 0.2487
H 2.500 -1.830 2.063 0.4 0.2 0.1 0.2764
H 1.990 -3.459 1.560 0.2 -0.2 -0.3 0.2694
H -1.109 -2.429 -0.862 -0.2 0.2 -0.1 0.2530
H 0.180 -3.575 -1.126 0.3 -0.1 -0.3 0.2708
H -0.613 -3.525 0.435 -0.3 -0.1 0.2 0.2480
H -0.453 4.348 2.215 0.2 -0.4 -0.1 0.1809
H -2.469 4.291 -0.467 0.0 0.2 0.0 0.4409
H -0.568 1.037 -2.265 -0.2 0.1 -0.3 0.2510
H -0.157 -0.589 -2.035 0.2 -0.6 0.0 0.2757
H 1.505 1.151 -3.292 -0.1 0.0 -0.4 0.1906
H 2.482 0.484 -0.705 0.3 0.0 0.1 0.3168
C 3.545 -1.395 6.551 0.2 0.1 0.2 -0.1313
C 3.227 -2.532 5.609 -0.3 0.0 0.0 0.4451
O 3.003 -1.851 4.381 0.4 -0.2 0.3 -0.5146
C 3.747 -0.707 4.416 -0.1 0.1 0.1 0.9714
O 3.982 -0.047 3.463 -0.1 0.2 -0.3 -0.5683
O 4.164 -0.445 5.670 -0.1 -0.2 0.0 -0.4695
F 2.097 -3.188 5.965 0.0 0.0 -0.1 -0.3203
H 2.641 -0.959 6.978 -0.1 -0.1 -0.1 0.2074
H 4.219 -1.679 7.353 0.2 0.1 -0.1 0.2221
H 4.036 -3.253 5.480 -0.1 -0.1 0.0 0.1636
C -2.780 0.916 -5.052 0.0 0.3 0.1 -0.1355
C -1.853 -0.257 -5.281 -0.3 -0.2 0.0 0.4415
O -2.671 -1.166 -5.975 0.2 0.3 -0.1 -0.4919
C -3.603 -0.429 -6.665 -0.1 0.1 0.1 0.9628
O -4.273 -0.843 -7.536 -0.2 -0.2 -0.2 -0.5201
O -3.628 0.848 -6.197 0.2 -0.2 0.1 -0.4762
F -1.453 -0.831 -4.101 0.0 0.1 -0.1 -0.3537
H -3.378 0.791 -4.147 0.1 -0.1 0.0 0.2084
H -2.260 1.871 -5.009 -0.1 0.0 -0.2 0.2084
H -0.971 -0.028 -5.881 0.1 -0.1 0.2 0.1596
```
Positions in Å, forces in eV/Å.